C31H53NO2Si2V | ωB97M-V with the def2-TZVPD basis set

Output
2S+1	3
E	-2940.9938	Eh
energy relative to the best compared isomer or geometry (same formula, charge and spin)	57.3	kJ/mol
charge	+1
highest occupied orbital energy (spin up / spin down)	-11.127 / -11.306	eV
maximum force	1.994	eV/Å
<S²>	2.061

Atoms and positions in Å:
O: 2.3362 -0.1499 -1.5875
O: -0.6237 0.8689 -3.9603
C: 2.7809 1.2036 -1.8620
C: 4.1986 1.3815 -1.3714
H: 2.1086 1.8907 -1.3293
H: 2.7085 1.4037 -2.9416
H: 4.2665 1.1387 -0.3005
H: 4.5575 2.4053 -1.5203
H: 4.8664 0.7176 -1.9361
C: 2.3258 -1.0644 -2.6954
C: 2.5064 -0.5205 -4.1075
H: 1.3721 -1.6183 -2.6578
H: 3.1214 -1.7841 -2.4582
H: 1.6818 0.1426 -4.4136
H: 2.5130 -1.3723 -4.8029
H: 3.4726 -0.0151 -4.2356
C: -1.6704 -0.1246 -3.9910
C: -1.0216 2.1703 -4.4006
C: -1.1805 -1.2184 -4.9141
H: -2.6518 0.2537 -4.3640
H: -1.8039 -0.5167 -2.9628
H: -1.1269 -0.7783 -5.9254
H: -1.8938 -2.0513 -4.9158
H: -0.1793 -1.5761 -4.6122
C: -0.8559 2.2092 -5.9080
H: -0.3655 2.8775 -3.8766
H: -2.0664 2.4793 -4.1541
H: 0.0290 1.6351 -6.2163
H: -0.7627 3.2499 -6.2254
H: -1.7530 1.7438 -6.3370
H: -1.4179 1.5885 -1.4381
V: 0.1154 -0.2812 1.1992
C: -0.8552 1.3405 -0.5388
Si: -2.0478 2.5290 0.3072
H: 0.1956 1.6208 -0.5639
H: -0.9824 0.2226 -0.4456
C: -1.4405 4.1473 -0.4434
C: -2.0671 2.5722 2.1630
C: -3.7026 2.0102 -0.4247
C: 1.8783 -1.2492 1.1657
Si: 1.5431 -3.0407 0.7432
H: 2.3324 -1.0816 2.1683
H: 2.4822 -0.6638 0.4357
C: 3.1038 -3.7182 -0.0588
C: 0.1224 -3.3470 -0.4468
C: 1.1961 -3.9520 2.3465
H: -3.6089 1.6418 -1.4588
H: -4.3718 2.8767 -0.4301
H: -4.1588 1.2161 0.1789
H: -0.4277 4.3783 -0.0855
H: -2.1016 4.9707 -0.1564
H: -1.4043 4.1033 -1.5432
H: -1.0629 2.7214 2.5902
H: -2.4976 1.6561 2.5953
H: -2.6979 3.4244 2.4768
H: 0.3878 -4.1760 -1.1221
H: -0.1148 -2.4790 -1.0770
H: -0.7918 -3.6440 0.0814
H: 1.1217 -5.0343 2.1736
H: 0.2626 -3.6326 2.8285
H: 2.0155 -3.7925 3.0604
H: 3.1967 -4.7971 0.1204
H: 3.9872 -3.2279 0.3694
H: 3.1150 -3.5524 -1.1433
C: -3.5530 -2.7428 1.0149
C: -3.5420 -3.2292 2.3233
C: -2.6806 -2.6519 3.2619
C: -1.7871 -1.6297 2.8528
C: -1.7128 -1.2378 1.4985
C: -2.6623 -1.7317 0.6097
C: -0.9199 -0.8946 3.7596
C: -0.9066 -1.0338 5.1579
C: -0.1597 -0.1557 5.9292
C: 0.5741 0.8775 5.3123
C: 1.2174 1.9099 6.0401
C: 1.8974 2.9205 5.3717
C: 1.9908 2.8993 3.9663
C: 1.4024 1.8867 3.2159
C: 0.6621 0.8967 3.8815
N: -0.1012 0.0074 3.1365
H: -4.2517 -3.1510 0.2873
H: -4.2078 -4.0490 2.6085
H: -2.6553 -2.9791 4.3076
H: -2.7174 -1.3472 -0.4051
H: -1.5069 -1.8277 5.5776
H: -0.1378 -0.2332 7.0154
H: 1.1610 1.8859 7.1313
H: 2.3695 3.7294 5.9327
H: 2.5332 3.6856 3.4481
H: 1.4996 1.8636 2.1207

=====

C31H53NO2Si2V | ωB97M-V with the def2-TZVPD basis set

Output
2S+1	3
E	-2941.0156	Eh
energy relative to the best compared isomer or geometry (same formula, charge and spin)	0.0	kJ/mol
charge	+1
highest occupied orbital energy (spin up / spin down)	-10.992 / -11.010	eV
maximum force	2.939	eV/Å
<S²>	2.046

Atoms and positions in Å:
O: -0.9776 -1.1627 -2.3367
O: 0.4623 1.4589 -7.0971
C: -0.0344 -2.3359 -2.6565
C: -0.7761 -3.6512 -2.6713
H: 0.7257 -2.2658 -1.8671
H: 0.4058 -2.0663 -3.6195
H: -1.1848 -3.9190 -1.6887
H: -0.0630 -4.4292 -2.9417
H: -1.5764 -3.6642 -3.4194
C: -2.0104 -0.9049 -3.4258
C: -1.4961 -1.2425 -4.8070
H: -2.2971 0.1558 -3.3650
H: -2.8938 -1.5094 -3.1784
H: -0.5642 -0.7158 -5.0290
H: -2.2383 -0.9391 -5.5602
H: -1.3391 -2.3178 -4.9124
C: 0.0025 2.1301 -5.9278
C: 1.7289 0.8547 -6.8960
C: -1.2752 2.8787 -6.2689
H: 0.7623 2.8489 -5.5541
H: -0.1875 1.3954 -5.1184
H: -1.2855 3.2061 -7.3113
H: -1.3839 3.7552 -5.6282
H: -2.1446 2.2344 -6.1164
C: 2.4614 0.6864 -8.2157
H: 1.5616 -0.1412 -6.4500
H: 2.3623 1.4537 -6.2134
H: 1.9099 0.0429 -8.9052
H: 3.4420 0.2417 -8.0282
H: 2.6118 1.6494 -8.7112
H: 3.4894 2.2723 -2.8573
V: -1.0327 -0.5425 -0.5460
C: 3.2472 1.4049 -2.2770
Si: 4.3847 1.1935 -0.7941
H: 3.3487 0.5287 -2.9366
H: 2.2062 1.4852 -1.9444
C: 5.7738 -0.0030 -1.2083
C: 3.4074 0.5407 0.6796
C: 5.0951 2.8895 -0.3801
C: -2.6952 -1.6904 -0.0427
Si: -4.0093 -0.3848 -0.1980
H: -2.4399 -2.0604 0.9724
H: -2.7766 -2.5732 -0.7062
C: -5.5084 -1.1262 -1.0565
C: -3.4192 1.0716 -1.2373
C: -4.4937 0.2893 1.4782
H: 5.1244 3.5003 -1.2917
H: 6.1140 2.8356 0.0248
H: 4.4627 3.4097 0.3510
H: 5.5691 -1.0173 -0.8368
H: 6.7165 0.3391 -0.7586
H: 5.9195 -0.0691 -2.2959
H: 3.1690 -0.5277 0.5789
H: 2.4580 1.0758 0.8131
H: 4.0134 0.6710 1.5877
H: -4.0445 1.1502 -2.1370
H: -2.3587 1.0684 -1.5725
H: -3.5433 1.9853 -0.6413
H: -5.4903 0.7499 1.4193
H: -3.7768 1.0474 1.8200
H: -4.5246 -0.5155 2.2241
H: -6.4195 -0.6140 -0.7189
H: -5.6082 -2.1950 -0.8262
H: -5.4386 -1.0158 -2.1470
C: -0.6203 3.9228 0.0058
C: -0.7841 3.9939 1.3900
C: -0.8002 2.8138 2.1361
C: -0.6687 1.5659 1.4790
C: -0.6170 1.5108 0.0854
C: -0.5298 2.6824 -0.6570
C: -0.4442 0.3220 2.1968
C: -0.3489 0.2477 3.5994
C: 0.1758 -0.8784 4.1919
C: 0.6264 -1.9288 3.3677
C: 1.3608 -3.0273 3.8730
C: 1.8866 -3.9796 3.0122
C: 1.6330 -3.9008 1.6330
C: 0.8502 -2.8795 1.1114
C: 0.3727 -1.8588 1.9538
N: -0.2325 -0.7553 1.3925
H: -0.5876 4.8388 -0.5813
H: -0.8821 4.9551 1.8902
H: -0.9210 2.8384 3.2128
H: -0.4064 2.6402 -1.7347
H: -0.6795 1.0945 4.1885
H: 0.2681 -0.9520 5.2721
H: 1.5224 -3.0926 4.9507
H: 2.4927 -4.7981 3.4043
H: 2.0505 -4.6471 0.9559
H: 0.6125 -2.8364 0.0492

=====

Which of these has the lowest <S²>?
number 2

=====

Which value of charge does entry 2 give?
+1